Arrangement w

C3H4N4S | the ωB97M-V functional and the def2-TZVPD basis

Calculated values
SMILES = [H]/N=C1C=N/C(=N\[H])N/1S
frontier orbital gap = 8.336 eV
LUMO = -0.0217 Eh

CARTESIAN COORDINATES (ANGSTROEM)
H  -0.114  2.199  1.603
N  0.788  1.868  1.282
C  0.727  0.846  0.573
C  1.954  -0.008  0.350
N  1.674  -1.016  -0.348
C  0.274  -1.053  -0.579
N  -0.449  -1.873  -1.262
H  0.091  -2.678  -1.462
N  -0.276  0.100  -0.020
S  -1.920  0.534  0.013
H  2.923  0.229  0.771
H  -2.057  -0.564  -0.745

These are the Löwdin partial charges, in e, on atoms 1 to 5: 0.043 0.172 -0.463 -0.033 0.135


Arrangement x

C3H4N4S | the ωB97M-V functional and the def2-TZVPD basis

Calculated values
SMILES = [H]/N=C1N=N/C(=C/S)N\1
frontier orbital gap = 8.034 eV
LUMO = -0.0301 Eh

CARTESIAN COORDINATES (ANGSTROEM)
H  -0.303  -2.456  2.709
N  -0.122  -1.450  2.758
C  -0.173  -1.124  1.508
N  -0.579  -2.099  0.530
N  -0.525  -1.514  -0.543
C  -0.105  -0.129  -0.432
C  0.045  0.651  -1.502
S  0.473  2.360  -1.493
N  0.170  0.061  0.907
H  -0.075  0.271  -2.543
H  1.479  2.146  -0.650
H  0.125  0.912  1.355

These are the Löwdin partial charges, in e, on atoms 1 to 5: 0.041 0.138 -0.469 0.096 0.075


Arrangement y

C3H4N4S | the ωB97M-V functional and the def2-TZVPD basis

Calculated values
SMILES = [H]/N=c1\nnc(S)c[nH]1
frontier orbital gap = 7.703 eV
LUMO = -0.0179 Eh

CARTESIAN COORDINATES (ANGSTROEM)
H  1.864  -1.405  2.185
N  1.804  -1.601  1.217
C  0.946  -0.809  0.729
N  0.244  0.166  1.476
N  -0.605  0.931  0.932
C  -0.906  0.855  -0.418
S  -2.107  1.991  -1.032
C  -0.270  -0.062  -1.202
N  0.638  -0.880  -0.632
H  -2.286  2.541  0.171
H  -0.437  -0.174  -2.258
H  1.115  -1.554  -1.168

These are the Löwdin partial charges, in e, on atoms 1 to 5: 0.025 0.121 -0.471 0.077 0.006


Arrangement z

C3H4N4S | the ωB97M-V functional and the def2-TZVPD basis

Calculated values
frontier orbital gap (alpha / beta) = 6.730 / 5.991 eV
LUMO (alpha / beta) = -0.0192 / -0.0381 Eh

CARTESIAN COORDINATES (ANGSTROEM)
C  -0.790  0.086  1.776
C  0.282  -0.286  2.547
C  0.375  0.237  -2.677
N  -0.781  -0.213  0.475
N  0.623  -1.189  -1.052
N  -0.318  1.147  -2.315
N  0.169  -0.782  -0.057
S  1.590  -1.003  1.773
H  -1.691  0.522  2.170
H  0.263  -0.219  3.621
H  0.979  -0.231  -3.422
H  -0.701  1.931  -2.838

These are the Löwdin partial charges, in e, on atoms 1 to 5: -0.257 -0.597 -0.018 0.023 0.081


Here is how they stack up, most stable first: arrangement w, arrangement y, arrangement x, arrangement z.


Arrangement w

C20H35N3O4 | the ωB97M-V functional and the def2-TZVPD basis

Calculated values
SMILES = CCOC(=O)N1CCN(C(=O)[C@@H](NC(=O)[C@H]2CC[C@@H](C)CC2)C(C)C)CC1
frontier orbital gap = 10.031 eV
LUMO = 0.0289 Eh

CARTESIAN COORDINATES (ANGSTROEM)
C  6.164  0.472  -0.172
C  4.949  0.058  0.645
O  3.871  0.977  0.491
C  3.107  0.805  -0.615
O  3.263  -0.089  -1.413
N  2.160  1.763  -0.735
C  1.138  1.614  -1.755
C  -0.183  2.253  -1.307
N  -0.443  1.993  0.090
C  -1.515  1.402  0.656
O  -1.545  1.192  1.859
C  -2.680  0.917  -0.218
N  -2.526  -0.523  -0.300
C  -1.781  -1.092  -1.272
O  -1.427  -0.459  -2.251
C  -1.447  -2.573  -1.122
C  -1.716  -3.209  0.244
C  -0.784  -2.686  1.339
C  0.684  -2.858  0.942
C  1.603  -2.289  2.019
C  0.922  -2.166  -0.398
C  0.032  -2.755  -1.487
C  -4.017  1.297  0.432
C  -4.141  2.817  0.494
C  -5.180  0.691  -0.346
C  0.612  2.396  1.017
C  1.887  2.766  0.264
H  6.474  1.479  0.096
H  6.983  -0.216  0.018
H  5.919  0.446  -1.231
H  4.612  -0.938  0.339
H  5.170  0.063  1.715
H  0.994  0.549  -1.953
H  1.465  2.086  -2.689
H  -0.157  3.338  -1.467
H  -0.963  1.824  -1.931
H  -2.648  1.305  -1.236
H  -2.701  -1.018  0.560
H  -2.057  -3.086  -1.877
H  -2.763  -3.084  0.536
H  -1.548  -4.284  0.139
H  -0.963  -1.627  1.539
H  -0.982  -3.230  2.266
H  0.896  -3.928  0.827
H  1.413  -1.226  2.156
H  2.646  -2.417  1.736
H  1.440  -2.791  2.971
H  0.702  -1.101  -0.290
H  1.968  -2.254  -0.694
H  0.229  -2.257  -2.437
H  0.250  -3.819  -1.605
H  -4.014  0.904  1.455
H  -3.336  3.242  1.089
H  -5.087  3.097  0.951
H  -4.101  3.245  -0.506
H  -5.087  -0.390  -0.409
H  -6.122  0.930  0.141
H  -5.205  1.090  -1.358
H  0.262  3.238  1.626
H  0.803  1.558  1.695
H  2.723  2.819  0.959
H  1.780  3.736  -0.231

These are the Löwdin partial charges, in e, on atoms 1 to 5: -0.060 -0.224 -0.016 -0.543 0.091


Arrangement x

C20H35N3O4 | the ωB97M-V functional and the def2-TZVPD basis

Calculated values
SMILES = CCOC(=O)N1CCN(C(=O)[C@@H](CC(C)C)NC(=O)C2CCCCC2)CC1
frontier orbital gap = 9.538 eV
LUMO = 0.0248 Eh

CARTESIAN COORDINATES (ANGSTROEM)
C  -6.032  -3.187  -0.919
C  -6.415  -1.725  -0.766
O  -5.229  -0.931  -0.768
C  -5.226  0.150  0.042
O  -6.143  0.461  0.765
N  -4.081  0.865  -0.073
C  -2.909  0.430  -0.797
C  -1.778  0.115  0.192
N  -1.523  1.276  1.016
C  -0.448  2.093  1.010
O  -0.408  3.100  1.694
C  0.768  1.667  0.163
C  1.691  2.871  -0.066
C  2.418  2.855  -1.414
C  3.235  4.137  -1.565
C  3.321  1.634  -1.560
N  1.448  0.602  0.878
C  1.550  -0.672  0.443
O  1.041  -1.035  -0.602
C  2.322  -1.573  1.399
C  3.826  -1.262  1.352
C  4.454  -1.725  0.042
C  4.234  -3.221  -0.151
C  2.740  -3.522  -0.176
C  2.074  -3.058  1.116
C  -2.701  1.676  1.767
C  -3.846  1.993  0.802
H  -5.471  -3.333  -1.838
H  -6.931  -3.796  -0.951
H  -5.418  -3.507  -0.082
H  -7.044  -1.399  -1.603
H  -6.957  -1.547  0.168
H  -3.152  -0.451  -1.387
H  -2.593  1.239  -1.466
H  -0.891  -0.214  -0.346
H  -2.099  -0.702  0.849
H  0.447  1.260  -0.799
H  1.086  3.777  0.002
H  2.423  2.918  0.743
H  1.667  2.828  -2.212
H  2.598  5.013  -1.475
H  3.723  4.165  -2.537
H  4.002  4.190  -0.795
H  3.870  1.681  -2.498
H  2.738  0.717  -1.559
H  4.042  1.593  -0.745
H  1.861  0.865  1.759
H  1.954  -1.346  2.408
H  3.992  -0.190  1.487
H  4.311  -1.781  2.183
H  4.000  -1.187  -0.792
H  5.522  -1.497  0.049
H  4.695  -3.548  -1.085
H  4.708  -3.768  0.668
H  2.278  -3.005  -1.016
H  2.574  -4.593  -0.302
H  0.998  -3.235  1.055
H  2.467  -3.638  1.956
H  -2.444  2.555  2.359
H  -2.993  0.857  2.433
H  -4.767  2.196  1.349
H  -3.581  2.864  0.194

These are the Löwdin partial charges, in e, on atoms 1 to 5: -0.066 -0.220 -0.012 -0.536 0.087


Here is how they stack up, most stable first: arrangement w, arrangement x.